Entry from the OMol25 dataset: an isolated molecule of C23H27FN2O3 at a distorted geometry (the ωB97M-V functional and the def2-TZVPD basis).

```
56
Properties=species:S:1:pos:R:3:lowdin_charge:R:1
C -4.995 -4.057 -0.974 -0.037
O -5.587 -2.798 -0.742 -0.019
C -5.057 -1.983 0.021 -0.380
C -3.786 -2.230 0.367 -0.008
C -3.329 -1.118 1.338 -0.005
C -4.098 -0.027 1.766 -0.216
C -3.500 1.336 2.263 -0.119
C -3.052 2.373 1.276 -0.306
N -2.334 1.898 0.396 -0.149
C -1.011 1.672 0.723 -0.017
C -0.111 1.225 -0.753 -0.248
C 1.205 0.672 -0.474 -0.341
O 1.365 -0.137 0.772 -0.170
N 2.234 0.423 -1.118 0.042
C 3.432 -0.039 -0.776 -0.243
C 4.515 0.989 -0.505 -0.120
C 5.876 0.364 -0.054 -0.117
C 6.869 0.208 -1.010 -0.035
C 8.043 -0.393 -0.716 -0.020
C 8.240 -0.805 0.514 -0.157
F 9.432 -1.732 0.907 -0.082
C 7.201 -1.034 1.233 -0.088
C 5.997 -0.352 1.386 0.094
C -0.929 0.356 -1.437 -0.208
C -2.011 1.190 -2.093 -0.043
C -2.869 1.567 -0.851 -0.242
O -4.094 2.027 -1.000 -0.033
C -5.335 0.211 1.005 -0.043
C -5.915 -0.791 0.270 0.040
H -4.597 -4.636 -0.174 0.092
H -4.040 -3.902 -1.542 0.120
H -5.696 -4.557 -1.442 0.046
H -3.135 -3.000 0.397 0.058
H -2.072 -1.074 1.550 0.159
H -4.076 1.442 2.993 0.010
H -2.478 0.990 2.925 0.172
H -3.933 2.865 0.946 0.121
H -2.458 3.211 1.881 0.185
H -0.440 2.536 1.154 0.141
H -0.926 0.761 1.413 0.114
H 0.351 2.071 -1.233 0.140
H 2.170 1.384 -1.941 0.283
H 3.899 -0.504 -1.742 0.178
H 3.373 -0.668 -0.184 -0.001
H 4.102 1.341 0.551 0.151
H 4.593 1.849 -1.206 0.120
H 6.686 0.829 -1.890 0.127
H 8.756 -0.248 -1.182 0.018
H 7.189 -1.452 2.424 0.195
H 5.171 -0.342 1.850 0.028
H -1.129 -0.671 -0.931 0.166
H -0.181 -0.189 -2.369 0.193
H -2.783 0.530 -2.673 0.167
H -1.947 1.947 -2.666 0.050
H -5.963 1.265 1.373 0.191
H -6.832 -0.794 -0.016 0.045
```

## Properties
* HOMO-LUMO gap: 8.0683 eV
* structure (SMILES): COc1ccc(CCN2C[C@@H](C(=O)NCCc3ccc(F)cc3)CCC2=O)cc1
* 2S+1: 1
* E_tot: -1326.9590 hartree
* energy above the lowest of the compared OMol25 structures with the same formula, charge and spin: 22.6287 eV